Here is a structure of composition C16H25IMoNO5P2S at a distorted geometry from OMol25. Energies are from ωB97M-V/def2-TZVPD.

```
52
Properties=species:S:1:pos:R:3
C 2.768 6.136 1.063
C 2.978 4.819 0.505
H 3.741 6.686 0.918
H 2.491 6.055 2.145
H 1.920 6.648 0.544
O 3.088 3.729 0.072
I -0.735 3.282 1.018
Mo 0.144 0.947 -0.120
P -0.059 1.608 -2.368
C 0.277 0.407 -3.732
C -1.757 1.256 -1.717
H -2.363 1.918 -2.354
H -0.759 3.371 -3.877
H -1.940 1.524 -0.631
H -0.245 3.988 -2.242
H -0.178 -0.581 -3.534
H -2.040 0.206 -1.889
C -0.004 3.304 -3.072
H -0.175 0.850 -4.633
H 1.022 3.483 -3.443
H 1.375 0.306 -3.806
P 1.257 0.153 2.117
C 2.218 -1.367 1.984
C 2.263 1.226 3.170
H -0.455 0.754 3.706
H 0.457 -0.732 4.177
H -0.856 -0.775 2.901
C -0.038 -0.196 3.356
H 1.692 2.126 3.375
H 2.455 0.696 4.101
H 2.523 -1.713 2.973
H 3.106 -1.193 1.376
H 3.202 1.489 2.697
H 1.645 -2.154 1.492
C 1.907 0.290 -0.821
O 2.885 -0.165 -1.333
O 0.343 -3.406 -2.160
S -0.864 -2.649 -1.944
O -1.559 -2.069 -3.077
N -0.671 -1.388 -0.729
C -1.529 -1.674 0.280
O -1.824 -0.780 1.129
C -2.062 -3.030 0.309
C -2.825 -3.601 1.333
C -3.263 -4.912 1.112
C -3.013 -5.575 -0.114
C -2.297 -4.979 -1.157
C -1.879 -3.653 -0.913
H -3.080 -3.051 2.249
H -3.793 -5.466 1.899
H -3.406 -6.611 -0.252
H -2.090 -5.540 -2.085
```

## Properties
F_max   7.8 eV/Å
Multiplicity   3
E_tot   -2501.31599 hartree
Energy above the lowest of the compared OMol25 structures with the same formula, charge and spin   58.0 kJ/mol
Total charge   +3

These are the Löwdin partial charges, in e, on atoms 1 to 4: 0.08 0.06 0.17 0.16